Formula: C14H51N22O12
Source: the Open Molecules 2025 dataset
Level of theory: wB97M-V/def2-TZVPD

Atoms and positions in Å:
1 C 11.4912 12.4403 9.8878
2 C 12.9530 12.1955 9.4392
3 C 13.9817 12.6283 10.4770
4 O 12.9521 10.8169 9.0448
5 H 10.7957 12.2630 9.0587
6 H 11.5186 13.4218 10.3175
7 H 11.2858 11.7354 10.7191
8 H 13.1344 12.8626 8.5702
9 H 14.9884 12.4422 10.1835
10 H 13.9018 11.9720 11.3653
11 H 13.8514 13.6926 10.7473
12 C 18.5891 10.9017 11.4903
13 O 19.1805 9.8910 11.1244
14 N 17.3031 10.7941 12.0104
15 N 19.3129 12.1394 11.3261
16 H 17.0958 9.8092 12.1100
17 H 17.0860 11.3222 12.8507
18 H 18.9415 13.0361 11.5358
19 H 20.1886 11.9554 10.8280
20 C 15.6933 15.0307 7.8592
21 O 14.6203 14.9257 7.3311
22 N 16.4124 16.2597 8.0248
23 N 16.3616 13.9471 8.6498
24 H 15.9626 17.1569 7.9322
25 H 17.1704 16.3138 8.6990
26 H 17.4141 13.9639 8.7486
27 H 16.1059 13.0236 8.3567
28 C 18.0775 15.4211 11.8991
29 O 18.3910 15.9676 12.9319
30 N 17.0589 14.5027 11.7174
31 N 18.5301 15.9731 10.6379
32 H 16.6595 14.0573 12.5528
33 H 16.6541 14.2422 10.8142
34 H 19.4209 16.4587 10.7528
35 H 18.8096 15.2961 9.9325
36 C 10.8984 13.1273 6.3064
37 O 9.8943 13.4009 5.6279
38 N 11.8728 14.0727 6.6993
39 N 11.2001 11.8218 6.6541
40 H 12.7502 13.6291 6.8508
41 H 11.8809 15.0026 6.2788
42 H 10.6274 11.0450 6.3204
43 H 12.0684 11.5616 7.0418
44 C 13.6576 8.2506 11.5782
45 O 13.5302 7.7686 12.7369
46 N 13.6400 9.5366 11.2925
47 N 13.4527 7.4090 10.5622
48 H 13.3242 10.1460 10.3767
49 H 13.6492 10.0152 12.1647
50 H 13.6009 6.4504 10.8188
51 H 13.7304 7.6416 9.6463
52 C 16.2383 10.9550 7.3978
53 O 17.0580 11.6339 6.8352
54 N 16.5398 10.4715 8.6816
55 N 14.9578 10.5758 6.8972
56 H 15.8976 9.7587 9.0420
57 H 17.4414 9.9799 8.6246
58 H 14.5675 11.2490 6.2152
59 H 14.3117 10.6083 7.6814
60 C 9.0759 8.9720 8.7524
61 O 8.2805 8.0856 8.4876
62 N 8.6395 10.2935 8.9774
63 N 10.4657 8.6999 8.9719
64 H 9.3664 10.9192 9.1526
65 H 7.8889 10.6625 8.4686
66 H 10.7513 7.7321 9.0258
67 H 11.2161 9.3557 8.7598
68 C 10.4823 9.6654 12.9938
69 O 11.1969 9.7434 13.9719
70 N 10.4723 8.6112 12.1720
71 N 9.6744 10.7662 12.4274
72 H 11.2327 7.9872 12.4496
73 H 10.3458 8.7775 11.1981
74 H 8.7698 10.4737 12.0507
75 H 9.4346 11.6284 12.9808
76 C 15.3590 9.7152 14.4979
77 O 16.0190 10.5545 15.0995
78 N 15.8819 8.6541 13.7753
79 N 14.0150 9.6274 14.7277
80 H 15.2419 7.8896 13.5437
81 H 16.8668 8.4801 13.8526
82 H 13.5629 10.3119 15.2985
83 H 13.3402 8.9551 14.3241
84 C 8.0105 15.4665 9.0219
85 O 7.5684 16.5118 8.6291
86 N 7.7257 15.1253 10.3454
87 N 8.8276 14.6243 8.2686
88 H 6.9970 15.7277 10.7487
89 H 7.6023 14.1580 10.6146
90 H 9.0449 14.8800 7.3258
91 H 9.5271 14.1172 8.7465
92 C 13.3184 7.4026 5.8307
93 O 12.6291 8.1803 6.3677
94 N 12.8676 6.4238 4.9111
95 N 14.7131 7.5118 5.8127
96 H 13.3546 5.5510 4.8668
97 H 11.8612 6.2627 4.9431
98 H 15.2067 7.5845 4.9294
99 H 15.0686 8.2374 6.4255

Calculated values
Charge: -1
Energy, eV: -72709.9146
LUMO, Eh: 0.0753
Relative energy (zero: lowest compared OMol25 entry of this formula, charge and spin), kJ/mol: 0.0

Results of the Löwdin charge analysis, in e, for atoms 1 through 8:
1 C -0.0699
2 C -0.5482
3 C -0.0726
4 O -0.3488
5 H 0.0298
6 H 0.0641
7 H 0.0621
8 H 0.0822